Density functional theory data (ωB97M-V/def2-TZVPD) for an isolated ion of composition C4H4PS and charge -1 in a non-equilibrium geometry.

Positions of all 10 atoms, in Å:
S1 3.51937 0.60064 -1.23070
P1 1.84921 -0.47238 -1.12274
C1 -0.12173 0.09768 0.84171
C2 1.13660 0.20834 0.32920
C3 -1.35263 -0.34916 0.19199
C4 -1.54492 -0.39234 -1.09912
H1 1.70442 0.87928 0.98742
H2 -2.28359 -0.49267 0.85125
H3 -2.47011 -0.59967 -1.49872
H4 -0.43662 0.52029 1.74971

Cartesian forces (eV/Å) of the 3 atoms listed first:
S 0.831 0.111 -0.355
P -0.361 0.240 0.183
C -1.420 -0.903 -1.012

Relative energy (zero: lowest compared OMol25 entry of this formula, charge and spin), kJ/mol: 0.0
Charge: -1
LUMO level (alpha / beta), eV: 4.02 / 3.03
Spin multiplicity: 3
Molecular weight, g/mol: 115.117
Highest occupied orbital energy (alpha / beta), eV: -1.9 / -3.3
Orbital gap (alpha / beta), eV: 5.9265 / 6.3537
Total energy, hartree: -894.26134
Max |F|, hartree/bohr: 0.0488

Density functional theory data (ωB97M-V/def2-TZVPD) for a 10-piece molecular cluster, C40H50N10 overall in a non-equilibrium geometry.

Positions of all 100 atoms, in Å:
N1 -0.50060 -3.30330 -3.54278
N2 3.14240 4.51270 2.53722
N3 -1.51060 7.66270 -2.49278
N4 -0.01960 0.04770 -3.59978
N5 -3.78660 1.94270 3.24222
N6 1.31840 0.39170 5.36222
N7 1.82640 0.18270 -0.93978
N8 -3.69560 -3.74630 2.29322
N9 2.76640 -2.88530 -0.81178
N10 0.72740 -5.23330 -0.45078
C1 2.96940 -2.63430 -2.10478
C2 -1.37460 0.22370 -3.76978
C3 4.19940 -1.68230 -2.23278
C4 -1.67260 -4.63130 -2.06078
C5 -2.78460 -2.73030 2.35222
C6 2.20140 -6.45330 0.95222
C7 4.82140 -1.60030 -0.75478
C8 -1.18560 7.47370 -1.23578
C9 0.74440 -0.58130 -4.51578
C10 3.23940 5.67670 3.22122
C11 0.39640 -4.67930 0.85722
C12 -0.21360 -0.95530 -5.71978
C13 1.92540 -0.49030 3.41122
C14 -0.19260 -4.56730 -3.91278
C15 1.13340 0.78470 3.16022
C16 0.72640 1.21270 4.50022
C17 -2.52160 1.74470 2.71022
C18 0.54140 -0.28330 -0.58378
C19 -1.46260 6.52670 -3.32078
C20 0.91740 5.14670 2.74722
C21 0.66140 2.14070 -0.67578
C22 1.97640 -0.82430 4.82422
C23 -3.80460 -2.76930 0.20122
C24 1.79240 6.31470 3.30622
C25 1.75040 -6.15830 -0.43178
C26 -1.22160 -3.26830 -2.35178
C27 1.83940 4.04570 2.13922
C28 3.75440 -2.45430 0.07022
C29 1.97040 1.48470 -1.13778
C30 -1.32760 5.24970 -2.44178
C31 -0.90260 -5.49730 -3.02278
C32 -2.92960 -2.01230 1.04822
C33 -1.07060 5.91470 -1.07078
C34 -4.43160 3.17070 2.79922
C35 -4.25260 -3.87930 1.06422
C36 -2.24960 2.94770 1.74822
C37 -3.40560 3.86070 2.00622
C38 1.25540 -5.58630 1.78922
C39 -0.27360 0.96570 -0.26578
C40 -1.58060 -0.41430 -5.10278
H1 -2.05960 0.81070 2.76522
H2 5.84240 -1.07130 -0.44778
H3 1.85840 -0.79530 -4.60878
H4 -1.72360 6.45370 -4.48778
H5 -1.47560 4.33670 -2.33578
H6 -1.92760 0.75770 -3.15078
H7 0.29940 3.24370 -0.63078
H8 -0.08860 -1.43530 -6.56678
H9 -4.39360 1.25570 3.80622
H10 1.98640 -3.37230 -0.40478
H11 2.79940 1.94170 -1.57078
H12 -1.19360 0.98070 0.06722
H13 -3.66160 -4.49430 2.88022
H14 2.42540 -1.65130 5.33022
H15 -2.41260 -0.47330 -5.47478
H16 -2.04760 -2.41530 3.01722
H17 -1.13960 5.37770 -0.17378
H18 0.16140 -5.14630 -1.26878
H19 -1.34060 3.00470 1.17722
H20 2.13540 -6.43330 -1.35678
H21 3.92740 4.14270 2.26922
H22 0.20640 -4.98130 -4.81278
H23 -5.34860 3.40970 3.28922
H24 1.10040 1.13770 2.24022
H25 -2.41960 -1.03730 0.66922
H26 -4.81460 -4.75830 0.74622
H27 3.84440 -2.59930 1.17322
H28 4.48540 -1.16730 -3.10278
H29 2.27940 -1.23830 2.63522
H30 2.31340 -3.00630 -2.84878
H31 -0.13460 5.07670 2.93722
H32 1.12140 -5.34730 2.83722
H33 -0.39160 -2.30530 -3.96478
H34 -2.32760 -5.06730 -1.15978
H35 2.93040 -7.09730 1.25422
H36 -0.97260 8.31070 -0.58478
H37 -1.77360 8.63370 -2.70078
H38 -4.03860 -2.64730 -0.86578
H39 1.54240 7.26370 3.90222
H40 -3.49660 4.85370 1.54522
H41 0.32740 0.22870 -2.52278
H42 0.36040 -1.36630 -0.33678
H43 4.28140 5.93070 3.56822
H44 1.85740 3.26270 1.51522
H45 0.23540 2.13070 4.83522
H46 2.44940 -0.56030 -1.11178
H47 -1.68660 -2.32330 -2.00278
H48 -0.21660 -3.85930 0.95122
H49 -1.00060 -6.65830 -3.04078
H50 1.08940 0.45970 6.32822

Cartesian forces (eV/Å) of the 3 atoms listed first:
N -0.325 2.419 1.430
N -6.910 2.438 1.270
N 0.332 -0.145 -2.522

Relative energy (zero: lowest compared OMol25 entry of this formula, charge and spin), kJ/mol: 2055.0
LUMO level, eV: 0.67
Molecular weight, g/mol: 670.910
Highest occupied orbital energy, eV: -7.5
Orbital gap, eV: 8.1472
Total energy, hartree: -2100.92001
SMILES: c1cc[nH]c1.c1cc[nH]c1.c1cc[nH]c1.c1cc[nH]c1.c1cc[nH]c1.c1cc[nH]c1.c1cc[nH]c1.c1cc[nH]c1.c1cc[nH]c1.c1cc[nH]c1
Max |F|, hartree/bohr: 0.3202

Density functional theory data (ωB97M-V/def2-TZVPD) for C34H28BrIN8O4SV as an isolated structure.

Positions of all 78 atoms, in Å:
I1 0.57400 1.52420 3.28958
Br1 7.68633 -0.49448 4.93032
V1 -0.46763 0.07748 0.70502
S1 -5.63983 1.81047 -6.44852
O1 -4.71387 2.52815 -7.30218
O2 0.98308 -1.07439 0.61176
O3 -6.87117 1.37723 -7.05711
O4 -5.75596 2.33550 -5.10033
N1 5.64711 1.29740 -1.34429
N2 6.74640 1.33372 -0.78594
N3 -1.75600 1.59155 1.54234
N4 -1.23770 -0.28189 -1.13851
N5 -4.77522 -0.74540 -7.06401
N6 -3.91984 0.25459 -5.12000
N7 -1.55852 -1.38352 1.81309
N8 0.95090 1.45423 -0.12811
C1 2.00244 3.42320 -0.97505
C2 -1.27287 2.22374 2.61228
C3 -2.89240 -2.16812 4.87004
C4 -1.86096 -2.08395 2.66952
C5 4.50468 0.65963 -0.74753
C6 -2.98659 1.91095 1.10504
C7 -2.26257 -3.00176 3.74486
C8 -3.21794 3.56483 2.80086
C9 -1.25735 -1.50818 -1.68804
C10 7.38188 0.07049 3.15506
C11 -2.41195 -0.68757 -3.61871
C12 -1.74059 0.75357 -1.84133
C13 7.91933 -0.03885 0.82464
C14 3.20655 2.77648 -1.08864
C15 -2.33106 0.59556 -3.06192
C16 2.14386 0.79936 -0.22866
C17 6.17688 1.43830 1.60352
C18 2.14916 -0.56392 0.15598
C19 -1.82282 -1.74225 -2.92359
C20 3.30751 1.42420 -0.70195
C21 3.30455 -1.28618 0.05688
C22 -3.19150 -1.92348 -5.70994
C23 8.13756 -0.46810 2.12427
C24 -1.96010 3.22131 3.27591
C25 4.48752 -0.66320 -0.39831
C26 -3.18229 -0.81956 -4.87902
C27 -1.00301 -3.73006 4.23620
C28 -3.27927 -3.99268 3.15723
C29 -4.02916 -1.80891 -6.82260
C30 0.89335 2.72405 -0.48148
C31 -4.70094 0.26201 -6.18718
C32 -3.74515 2.89421 1.70647
C33 6.41806 1.03620 2.90654
C34 6.91441 0.88072 0.56680
H1 -2.84137 -4.57741 2.34908
H2 1.88704 4.45616 -1.26908
H3 -3.76780 -1.62190 4.51913
H4 -1.66169 1.73427 -1.38816
H5 -3.58515 -4.67644 3.94861
H6 -0.54929 -4.31915 3.44005
H7 -3.35394 1.36056 0.24851
H8 4.07940 3.28103 -1.48266
H9 -0.81411 -2.30283 -1.10267
H10 5.43370 2.19848 1.39844
H11 -3.78452 4.34561 3.29070
H12 -4.16618 -3.48083 2.78507
H13 -1.83478 -2.74987 -3.31461
H14 5.86898 1.47357 3.72898
H15 -1.52619 3.70849 4.13682
H16 -2.78216 1.42318 -3.59487
H17 5.39360 -1.25007 -0.46142
H18 8.51944 -0.41966 0.00863
H19 -2.59610 -2.80994 -5.54221
H20 -0.06721 3.21819 -0.38695
H21 -4.09407 -2.61938 -7.54119
H22 -0.26356 -3.02925 4.62358
H23 -1.29056 -4.40457 5.04226
H24 3.31333 -2.33136 0.33460
H25 -2.17480 -1.46290 5.29024
H26 -3.20943 -2.84525 5.66260
H27 8.90243 -1.20139 2.33755
H28 -4.72632 3.12576 1.31775

Cartesian forces (eV/Å) of the 3 atoms listed first:
I -0.022 -0.103 -0.009
Br 0.004 -0.005 0.003
V 0.594 -0.636 -0.440

Charge: +1
LUMO level (alpha / beta), eV: -5.05 / -4.49
Spin multiplicity: 3
Molecular weight, g/mol: 902.469
Highest occupied orbital energy (alpha / beta), eV: -8.9 / -8.9
Orbital gap (alpha / beta), eV: 3.8011 / 4.3574
Total energy, hartree: -6265.12298
Max |F|, hartree/bohr: 0.0190

Density functional theory data (ωB97M-V/def2-TZVPD) for a 2-piece molecular cluster, C24H21NO2S3 overall in a non-equilibrium geometry.

Positions of all 51 atoms, in Å:
S1 -1.32564 1.24008 -1.58515
S2 1.15216 -0.37718 -1.87832
S3 1.09858 1.67386 1.23972
O1 1.22970 2.38013 -0.02540
O2 0.74042 2.39078 2.43902
N1 1.14279 -2.03703 1.09364
C1 -2.74881 -3.73947 -0.62992
C2 -1.36212 0.38548 1.50807
C3 5.33901 0.09113 1.97026
C4 -0.65394 -2.72594 -1.29009
C5 -4.15846 0.54402 1.87564
C6 -0.51977 -0.25209 -1.59169
C7 4.81852 0.15622 0.67354
C8 -3.41775 -2.54200 -0.91640
C9 3.51095 0.60444 0.47883
C10 0.62205 -0.97923 1.06097
C11 -1.36853 -3.83171 -0.84149
C12 -1.29682 -1.47736 -1.41664
C13 -3.39317 1.71009 1.74538
C14 -2.12960 -0.76934 1.78143
C15 0.47428 1.59000 -3.76198
C16 -0.00567 0.26937 1.00961
C17 -3.51312 -0.69139 1.93023
C18 3.25403 0.95136 2.85911
C19 -2.01119 1.64157 1.61990
C20 -2.70211 -1.42300 -1.33176
C21 4.55468 0.48070 3.06224
C22 -0.48628 2.28493 -2.81728
C23 2.72807 0.98055 1.56149
C24 1.62558 0.98736 -2.98218
H1 -1.41226 2.55034 1.62346
H2 2.35636 0.50782 -3.64956
H3 0.02324 3.04037 -2.20334
H4 2.12621 1.72883 -2.34272
H5 2.64687 1.28446 3.69653
H6 0.40222 -2.81235 -1.56293
H7 -4.08767 -1.60840 2.07284
H8 6.35623 -0.27215 2.12889
H9 5.41682 -0.13838 -0.18976
H10 4.95732 0.41999 4.07527
H11 -0.84223 -4.77639 -0.67050
H12 -5.24637 0.60469 1.95371
H13 -4.50427 -2.48009 -0.82273
H14 -3.87333 2.68946 1.75244
H15 3.08679 0.65357 -0.52421
H16 -1.32220 2.73847 -3.37054
H17 -3.21422 -0.49300 -1.60036
H18 -1.62024 -1.73429 1.85846
H19 0.89242 2.35013 -4.43118
H20 -0.03159 0.83321 -4.36890
H21 -3.30795 -4.60266 -0.26564

Cartesian forces (eV/Å) of the 3 atoms listed first:
S -1.032 0.237 -0.805
S 0.542 -0.933 -0.931
S 0.536 -1.063 0.012

LUMO level, eV: -1.66
Molecular weight, g/mol: 451.638
Highest occupied orbital energy, eV: -6.9
Orbital gap, eV: 5.2456
Total energy, hartree: -2326.84321
Max |F|, hartree/bohr: 0.0445